Record 1
68
Properties=species:S:1:pos:R:3 method="wB97M-V/def2-TZVPD" smiles="CCOc1ccc(N(CC(=O)NC2CCCCC2)C(=O)CCC(=O)Nc2cc(C)ccn2)cc1" orbital_gap_ev=9.22 homo_energy_ev=-8.574 energy_ha=-1531.2353 lumo_ev=0.6 e_above_lowest_ev=0.040 spin_multiplicity=1 fmax_ev_per_a=0.66
C -3.891 -3.810 -5.721
C -3.125 -3.081 -4.629
O -4.046 -2.268 -3.928
C -3.612 -1.530 -2.878
C -2.295 -1.468 -2.432
C -1.968 -0.680 -1.343
C -2.939 0.062 -0.687
N -2.612 0.833 0.461
C -3.059 0.291 1.729
C -2.376 -1.037 2.062
O -3.003 -1.995 2.466
N -1.046 -1.033 1.871
C -0.229 -2.200 2.131
C 0.856 -1.896 3.168
C 1.962 -1.011 2.600
C 2.573 -1.660 1.363
C 1.495 -1.850 0.302
C 0.384 -2.749 0.837
C -1.906 1.988 0.443
O -1.630 2.590 1.464
C -1.520 2.510 -0.933
C -0.367 3.494 -0.778
C 0.839 2.803 -0.157
O 0.909 1.606 0.021
N 1.825 3.691 0.145
C 3.086 3.494 0.701
C 3.607 2.250 1.039
C 4.884 2.194 1.583
C 5.495 0.882 1.959
C 5.576 3.389 1.757
C 4.966 4.573 1.382
N 3.753 4.634 0.866
C -4.255 0.004 -1.133
C -4.587 -0.781 -2.215
H -4.674 -4.420 -5.280
H -4.350 -3.091 -6.394
H -3.215 -4.447 -6.285
H -2.663 -3.804 -3.942
H -2.333 -2.460 -5.070
H -1.515 -2.034 -2.918
H -0.944 -0.639 -1.004
H -4.138 0.121 1.716
H -2.815 1.028 2.501
H -0.586 -0.192 1.556
H -0.923 -2.943 2.540
H 1.289 -2.843 3.499
H 0.397 -1.416 4.035
H 2.726 -0.857 3.366
H 1.558 -0.032 2.334
H 3.375 -1.037 0.964
H 3.002 -2.628 1.631
H 1.100 -0.870 0.028
H 1.926 -2.300 -0.596
H -0.407 -2.869 0.094
H 0.796 -3.738 1.049
H -1.230 1.688 -1.583
H -2.390 3.005 -1.370
H -0.671 4.309 -0.120
H -0.079 3.908 -1.747
H 1.644 4.673 -0.019
H 3.025 1.360 0.879
H 4.827 0.328 2.616
H 5.662 0.277 1.068
H 6.447 1.026 2.463
H 6.570 3.395 2.176
H 5.468 5.525 1.498
H -5.018 0.577 -0.628
H -5.603 -0.837 -2.571


Record 2
75
Properties=species:S:1:pos:R:3 method="wB97M-V/def2-TZVPD" orbital_gap_ev=4.40 homo_energy_ev=-1.073 energy_ha=-14762.2733 lumo_ev=3.3 charge=-2 e_above_lowest_ev=2.594 spin_multiplicity=1 fmax_ev_per_a=2.08
W 0.386 0.071 0.538
N 0.955 -3.634 -1.848
C 1.383 -4.573 -0.886
C 2.281 -5.580 -1.194
C 2.672 -6.476 -0.208
C 2.194 -6.338 1.086
C 1.316 -5.307 1.395
C 0.885 -4.441 0.402
S -0.324 -3.200 0.723
N 0.264 -1.988 -0.334
C 0.806 -2.321 -1.438
C 1.307 -1.217 -2.269
C 2.003 -1.403 -3.454
C 2.559 -0.310 -4.086
C 2.390 0.940 -3.522
C 1.635 1.050 -2.373
N 1.094 -0.002 -1.754
H 1.402 -3.742 -2.743
H 2.674 -5.662 -2.201
H 3.365 -7.270 -0.452
H 2.516 -7.020 1.862
H 0.954 -5.172 2.406
H 2.133 -2.388 -3.880
H 3.118 -0.436 -5.004
H 2.812 1.828 -3.970
H 1.439 2.007 -1.921
C 4.905 2.323 0.832
Si 3.401 1.795 1.817
C 3.975 0.823 3.300
C 2.404 3.278 2.365
C 3.103 4.155 3.203
C 2.511 5.284 3.745
C 1.182 5.543 3.450
C 0.481 4.687 2.612
C 1.056 3.544 2.042
Si -0.021 2.644 0.704
C 0.507 3.747 -0.767
C -1.802 3.138 1.006
H 5.617 2.859 1.465
H 4.625 2.978 0.003
H 5.398 1.435 0.428
H 4.804 1.356 3.776
H 4.327 -0.165 2.995
H 3.165 0.700 4.017
H 4.142 3.945 3.450
H 3.076 5.946 4.391
H 0.688 6.413 3.867
H -0.556 4.917 2.402
H 0.244 4.771 -0.486
H -0.027 3.502 -1.689
H 1.587 3.738 -0.949
H -1.937 4.224 1.020
H -2.192 2.713 1.932
H -2.433 2.737 0.209
Se -5.332 -1.842 -2.080
Sb -4.986 -0.601 0.003
Se 0.443 -0.106 2.836
Se -2.113 -0.287 0.610
Se -5.534 1.759 -0.344
C -3.845 1.441 -3.852
Sb -1.882 0.986 -3.123
C -1.043 1.137 -5.142
C -1.928 -1.159 -3.261
H -4.268 0.567 -4.345
H -3.755 2.272 -4.556
H -4.492 1.719 -3.020
H -1.488 0.367 -5.776
H 0.041 1.010 -5.136
H -1.276 2.118 -5.559
H -2.864 -1.458 -3.728
H -1.894 -1.604 -2.267
H -1.076 -1.486 -3.866
Se 3.780 -1.655 0.285
C 2.490 -0.380 0.419
N 2.385 0.845 0.755


Record 3
70
Properties=species:S:1:pos:R:3 method="wB97M-V/def2-TZVPD" smiles=CCOc1nc(NCCc2ccc(OC)c(OC)c2)nc(N2CCN(c3ccc(OC)cc3)CC2)n1 orbital_gap_ev=7.76 homo_energy_ev=-7.149 energy_ha=-1640.6664 lumo_ev=0.6 e_above_lowest_ev=1.026 spin_multiplicity=1 fmax_ev_per_a=0.77
C -1.713 -4.164 -1.557
C -0.293 -4.658 -1.803
O 0.471 -4.714 -0.606
C 0.958 -3.566 -0.148
N 1.633 -3.660 0.985
C 2.100 -2.502 1.452
N 2.799 -2.530 2.611
C 2.565 -3.588 3.563
C 1.393 -3.261 4.515
C 0.246 -2.714 3.713
C -0.566 -3.545 2.959
C -1.513 -3.000 2.115
C -1.673 -1.626 1.988
O -2.587 -1.213 1.050
C -3.379 -0.074 1.318
C -0.872 -0.777 2.769
O -1.044 0.580 2.631
C -0.288 1.440 3.448
C 0.068 -1.341 3.619
N 1.973 -1.321 0.850
C 1.291 -1.350 -0.297
N 1.148 -0.208 -0.988
C 1.533 1.070 -0.446
C 0.276 1.905 -0.142
N -0.553 2.038 -1.323
C -0.302 3.074 -2.221
C -0.092 4.371 -1.747
C 0.104 5.441 -2.600
C 0.082 5.255 -3.975
O 0.266 6.237 -4.913
C 0.491 7.548 -4.463
C -0.148 3.972 -4.464
C -0.332 2.906 -3.610
C -0.933 0.728 -1.807
C 0.296 -0.127 -2.151
N 0.750 -2.454 -0.830
H -2.263 -4.147 -2.494
H -1.690 -3.161 -1.138
H -2.222 -4.826 -0.860
H -0.300 -5.686 -2.174
H 0.213 -4.008 -2.525
H 3.017 -1.616 2.980
H 2.327 -4.474 2.973
H 3.480 -3.761 4.136
H 1.716 -2.525 5.254
H 1.103 -4.173 5.039
H -0.444 -4.615 3.009
H -2.141 -3.633 1.509
H -3.767 -0.094 2.340
H -4.210 -0.127 0.615
H -2.830 0.857 1.163
H -0.626 2.446 3.202
H -0.470 1.248 4.510
H 0.782 1.358 3.235
H 0.705 -0.698 4.207
H 2.148 1.597 -1.186
H 2.115 0.892 0.458
H -0.312 1.396 0.625
H 0.574 2.883 0.232
H -0.100 4.565 -0.686
H 0.263 6.419 -2.172
H -0.357 7.927 -3.883
H 0.610 8.152 -5.361
H 1.402 7.617 -3.859
H -0.170 3.826 -5.533
H -0.496 1.934 -4.047
H -1.483 0.227 -1.003
H -1.599 0.826 -2.663
H 0.865 0.338 -2.964
H 0.004 -1.137 -2.431